Entry 1:
The following is a quantum chemistry calculation of an isolated molecule of CH2O2S4 at a distorted geometry, from OMol25.

Output
Kohn-Sham gap (alpha / beta), eV: 7.14 / 6.91
E_HOMO (alpha / beta), eV: -9.12 / -9.25

```
9
Properties=species:S:1:pos:R:3:forces:R:3
C 0.8422 -0.6505 -1.1829 0.18 0.68 0.85
O -1.0754 0.4227 3.2648 -0.13 -0.22 0.33
O -0.7004 1.4180 -0.6851 -0.40 1.65 -0.46
S 2.3768 -1.5281 -0.5194 -1.52 1.03 -0.77
S -0.5207 -1.3191 -0.0615 0.70 0.76 -0.29
S -0.8060 1.4449 2.2385 0.17 -0.27 -0.75
S -1.4717 0.5924 0.2427 0.19 -0.76 0.43
H 0.8251 0.5568 -1.0883 0.26 -2.96 -0.04
H 0.5300 -0.9371 -2.2088 0.54 0.09 0.70
```
Forces are in eV/Å.

***

Entry 2:
The following is a quantum chemistry calculation of a 2-piece molecular cluster, C9H11O3 overall at a distorted geometry, from OMol25.

Output
Kohn-Sham gap, eV: 7.94
Charge: -1
E_HOMO, eV: -4.70

```
23
Properties=species:S:1:pos:R:3:forces:R:3
C 1.2522 -3.8647 1.1860 0.33 0.80 1.99
C 2.1040 -3.3714 0.0394 0.77 0.11 -0.94
O 2.0981 -2.1154 -0.1715 -0.16 0.08 0.36
O 2.7473 -4.1929 -0.6359 -0.32 -0.12 0.34
H 0.2127 -3.9256 0.9411 -0.68 -0.26 -0.52
H 1.2604 -3.1222 2.0259 0.13 -0.36 -0.66
H 1.5942 -4.7957 1.6341 0.00 -0.22 -0.39
C -2.3041 3.0555 -1.4935 -1.56 0.64 1.96
C -0.3948 -0.0514 -0.3669 1.24 0.00 -0.47
C -1.3315 0.8163 -0.9090 -1.33 -0.66 -0.86
C 0.5599 0.5155 0.4574 -1.13 1.42 2.49
C -1.4319 2.1581 -0.6678 1.96 1.35 0.03
C 0.4542 1.9161 0.7787 0.62 -0.64 -0.32
C -0.4478 2.7503 0.1803 -1.10 -1.13 -0.70
O 1.3048 -0.1853 1.3301 0.98 -0.08 -0.39
H -0.1848 -1.0950 -0.6276 -0.80 0.27 0.03
H -2.1407 0.4795 -1.5563 0.36 -0.58 -0.15
H 1.7044 -1.0147 0.8984 -0.40 -0.12 -0.47
H 1.1275 2.3284 1.5143 0.30 -0.16 0.07
H -1.7446 3.8012 -2.0627 -0.12 -0.17 -0.04
H -2.9835 3.5911 -0.7473 0.77 -0.13 -1.03
H -0.4455 3.8150 0.3570 -0.02 0.16 0.14
H -3.0107 2.5072 -2.1039 0.14 -0.17 -0.46
```
Forces are in eV/Å.

***

Entry 3:
The following is a quantum chemistry calculation of an isolated molecule of C4H6N2O at a distorted geometry, from OMol25.

Output
Kohn-Sham gap (alpha / beta), eV: 5.42 / 7.86
2S+1: 3
⟨S²⟩: 2.02
E_HOMO (alpha / beta), eV: -4.54 / -9.86

```
13
Properties=species:S:1:pos:R:3:forces:R:3
C 1.8442 -0.7146 -0.0462 -3.62 -3.08 0.34
C 1.6012 0.6607 0.0121 -2.16 2.44 -0.70
C -0.3540 -0.5473 -0.0525 -1.38 1.09 0.38
C -1.7906 -0.8607 0.1244 -1.52 0.25 -0.60
N 0.6677 -1.3977 -0.0326 3.26 -0.69 -0.31
N 0.2169 0.7897 0.0357 -0.05 1.60 1.21
O -0.4339 2.0690 0.1053 1.73 -1.53 -2.02
H 2.7742 -1.1887 -0.0179 1.09 -0.78 -0.06
H 2.1608 1.5094 0.1872 1.36 1.23 0.50
H -2.4322 0.0074 -0.3562 1.22 -1.95 0.45
H -1.8869 -1.8919 -0.3901 -0.42 1.76 0.81
H -2.3036 -0.9118 1.1742 1.45 -0.08 -1.25
H -0.0638 2.4765 -0.7434 -0.97 -0.25 1.27
```
Forces are in eV/Å.

***

Entry 4:
The following is a quantum chemistry calculation of a 2-piece molecular cluster, C3H5Cl2N2O overall at a distorted geometry, from OMol25.

Output
Kohn-Sham gap (alpha / beta), eV: 7.41 / 7.41
Charge: -1
E_HOMO (alpha / beta), eV: -3.93 / -3.93

```
13
Properties=species:S:1:pos:R:3:forces:R:3
C 0.6302 -0.3663 -0.0766 0.11 -1.52 1.30
C -0.0568 0.8950 0.5951 2.85 -0.38 1.13
C -0.4179 -0.7636 -1.0340 -3.84 2.59 0.92
N -1.3972 0.7894 0.3129 -4.43 2.68 0.38
N -1.6518 0.0408 -0.8328 7.02 -4.28 -1.18
O -2.6618 0.1672 -1.5264 -0.96 0.23 0.28
Cl 0.6492 2.4030 -0.2144 0.09 0.28 -0.07
Cl 3.6204 -0.1178 -0.6986 0.60 -0.10 -0.08
H 1.7381 -0.3094 -0.4793 -1.38 1.06 0.01
H 0.9729 -1.2824 0.6050 -1.39 1.82 -0.47
H 0.1532 1.0884 1.7004 -0.33 -0.49 -1.65
H -0.3738 -1.6982 -1.5779 -0.60 0.52 -0.47
H -2.0704 1.6739 0.3218 2.27 -2.42 -0.09
```
Forces are in eV/Å.

***

Entry 5:
The following is a quantum chemistry calculation of a 3-piece molecular cluster, C2H4ClN overall at a distorted geometry, from OMol25.

Output
Kohn-Sham gap (alpha / beta), eV: 7.02 / 5.98
2S+1: 3
⟨S²⟩: 2.00
E_HOMO (alpha / beta), eV: -6.46 / -10.39

```
8
Properties=species:S:1:pos:R:3:forces:R:3
C 0.8117 -1.6603 1.2188 6.21 11.27 10.23
C -0.4062 1.0100 -0.7941 1.77 -3.09 -1.77
N 0.7215 -2.4433 0.4264 -2.99 -13.36 -13.19
Cl -0.8330 1.7748 0.7355 -0.89 -1.06 1.53
H 0.4502 -1.0669 1.9229 -3.23 2.12 2.96
H -0.4957 -0.2883 -1.4842 -0.81 3.45 3.03
H 0.7059 0.9494 -0.6456 -1.05 0.81 -1.33
H -0.9543 1.7246 -1.3797 0.99 -0.14 -1.47
```
Forces are in eV/Å.

***

Entry 6:
The following is a quantum chemistry calculation of C29H29EuN7O3S as an isolated structure at a distorted geometry, from OMol25.

Output
Kohn-Sham gap (alpha / beta), eV: 3.96 / 6.37
2S+1: 7
Charge: -1
⟨S²⟩: 12.12
E_HOMO (alpha / beta), eV: -2.08 / -5.29

```
70
Properties=species:S:1:pos:R:3:forces:R:3
Eu -0.0993 0.6459 -0.4920 -0.25 0.02 0.01
C -2.0120 -4.1995 3.8929 0.72 0.17 -1.36
C -0.5272 -3.8389 4.0313 1.01 1.54 -1.21
N 0.1100 -3.4216 2.7569 -0.37 -0.26 -0.03
C 0.2616 -2.1631 2.2775 -1.03 1.42 0.12
S 1.2735 -1.9728 0.9109 -0.13 0.28 -0.62
N -0.3880 -1.1671 2.9118 0.17 -2.15 -0.15
N -0.2194 0.0696 2.3998 0.85 0.65 0.50
C -0.0904 0.9984 3.3020 -0.87 -1.19 -0.66
C -0.1900 0.7334 4.7743 1.70 -1.44 -0.60
C 0.0569 2.3386 2.8023 0.02 2.74 2.16
C 0.0962 3.4275 3.7799 0.48 -0.55 -2.41
C 0.2650 4.7369 3.3002 -0.64 -0.61 0.94
C 0.3489 4.9331 1.9244 -0.15 0.08 0.20
C 0.3189 3.8428 1.0946 0.26 -0.48 -0.99
N 0.1591 2.5729 1.5111 0.31 0.17 -1.15
H -2.3489 -4.5558 4.8485 -0.53 -0.33 0.30
H -2.0276 -4.9883 3.1061 -0.44 0.26 0.72
H -2.6574 -3.3592 3.5157 0.86 -0.62 0.56
H 0.1602 -4.6421 4.2874 -0.70 -0.54 0.69
H -0.3256 -2.9995 4.7192 -0.37 -0.41 -0.08
H 0.5042 -4.1270 2.1384 -0.11 0.30 0.47
H -1.0865 1.0609 5.2106 -1.40 0.55 0.44
H 0.6353 1.1788 5.3218 0.16 0.14 0.04
H -0.1162 -0.3621 4.8781 -0.13 0.57 0.17
H 0.0580 3.1516 4.8161 -0.12 0.34 0.22
H 0.2422 5.5721 4.0211 0.17 -0.42 -0.54
H 0.3850 5.8875 1.4216 0.21 0.26 0.38
H 0.4758 3.9601 0.0040 -0.27 -0.07 0.89
N -2.2325 -0.9445 0.2331 1.96 -0.68 -0.38
C -3.5245 -0.3471 0.1499 -0.59 1.13 -0.20
C -3.4591 1.0609 -0.5297 -0.74 0.19 0.48
O -4.5388 1.6507 -0.5790 -0.25 0.23 -0.32
N -2.2761 1.5531 -0.9240 1.44 -1.74 0.10
C -2.2203 2.8285 -1.5735 0.63 1.45 -0.31
C -0.7622 3.3082 -2.0288 0.27 2.53 -1.45
O -0.6445 4.3307 -2.7735 -1.05 -2.57 1.81
O 0.3000 2.7447 -1.5276 -1.22 -1.71 0.34
H -1.8746 -1.1635 1.1495 -0.24 -0.02 0.47
H -2.1450 -1.7918 -0.3122 -0.04 -0.03 -0.08
H -3.9985 -0.1845 1.1406 0.40 -0.07 -0.49
H -4.2233 -0.9916 -0.4095 0.21 0.44 0.04
H -2.5281 3.6014 -0.8419 -0.03 0.03 -0.42
H -2.8749 2.9434 -2.4556 0.16 -0.20 0.38
C 4.8798 0.6689 0.2355 -1.05 0.18 -1.03
C 5.3349 0.0179 -0.9328 0.48 -0.14 0.69
C 4.5092 -0.5249 -1.8967 0.29 -0.35 1.34
C 3.1171 -0.3143 -1.7517 -2.16 -0.87 -2.60
C 2.6773 0.3358 -0.6041 1.64 0.55 0.24
C 3.4944 0.8629 0.3985 -0.40 -0.76 -1.03
C 2.1732 -0.7747 -2.8493 2.07 0.00 0.24
C 2.6752 -1.4379 -4.0259 -0.73 0.88 1.00
C 1.7991 -2.0411 -4.8894 1.25 -0.25 -0.19
C 0.4069 -1.8648 -4.7596 -1.74 1.19 0.53
C -0.5391 -2.1795 -5.7677 1.56 -0.64 1.27
C -1.8787 -1.9564 -5.6061 -0.72 0.85 -0.07
C -2.3087 -1.2093 -4.4925 -0.65 -0.50 0.12
C -1.4072 -0.7805 -3.5408 -0.32 0.35 0.46
C -0.0406 -1.0782 -3.6349 0.86 0.04 -0.56
N 0.8471 -0.5427 -2.7290 -1.49 0.09 1.63
H 5.5874 1.0284 0.9532 0.19 0.20 0.33
H 6.4085 -0.1272 -1.0064 -0.04 -0.14 -0.07
H 4.9116 -1.3352 -2.5265 -0.32 0.98 -0.18
H 3.0192 1.3617 1.2279 0.28 0.07 0.36
H 3.7166 -1.2891 -4.2810 0.09 -0.67 0.17
H 2.1842 -2.6669 -5.6837 0.02 0.24 -0.34
H -0.1109 -2.6975 -6.6063 -0.23 -0.18 -0.53
H -2.5451 -2.2322 -6.4160 -0.19 -0.02 0.24
H -3.3700 -0.9890 -4.2765 0.59 -0.15 -0.56
H -1.8014 -0.1458 -2.7225 0.39 -0.39 -0.43
```
Forces are in eV/Å.